No. 1
{"formula": "C26H25AuN4", "method": "wB97M-V/def2-TZVPD", "symbols": ["Au", "C", "C", "C", "C", "C", "C", "C", "N", "N", "C", "C", "C", "C", "C", "C", "N", "C", "C", "C", "C", "C", "C", "N", "H", "H", "H", "H", "H", "H", "H", "H", "H", "H", "H", "H", "H", "H", "H", "H", "H", "H", "H", "H", "C", "C", "C", "C", "C", "C", "C", "H", "H", "H", "H", "H"], "coordinates": [[0.254, 0.790, -0.333], [-1.112, -1.995, -1.934], [0.095, -2.767, -1.380], [0.171, -2.846, 0.122], [-0.015, -4.073, 0.761], [0.077, -4.146, 2.139], [0.353, -2.992, 2.855], [0.520, -1.816, 2.141], [0.434, -1.737, 0.817], [-0.898, -0.578, -2.146], [0.041, -0.220, -3.217], [1.494, -0.223, -2.809], [2.443, -0.808, -3.597], [3.813, -0.750, -3.277], [4.139, -0.051, -2.086], [3.167, 0.517, -1.326], [1.823, 0.474, -1.644], [-2.099, 0.218, -2.053], [-2.597, 0.399, -0.626], [-3.852, -0.068, -0.280], [-4.325, 0.133, 1.016], [-3.552, 0.845, 1.892], [-2.282, 1.331, 1.492], [-1.806, 1.052, 0.253], [-1.948, -2.113, -1.238], [-1.424, -2.469, -2.880], [1.022, -2.347, -1.772], [0.029, -3.790, -1.758], [-0.224, -4.955, 0.171], [-0.060, -5.091, 2.648], [0.444, -2.994, 3.932], [0.736, -0.892, 2.665], [-0.233, 0.792, -3.534], [-0.087, -0.884, -4.084], [2.111, -1.325, -4.491], [4.565, -1.211, -3.897], [5.167, 0.045, -1.762], [3.411, 1.052, -0.418], [-2.934, -0.172, -2.656], [-1.857, 1.216, -2.426], [-4.447, -0.578, -1.024], [-5.289, -0.251, 1.319], [-3.888, 1.050, 2.899], [-2.258, 2.550, 3.196], [-1.615, 2.202, 2.394], [-0.303, 2.821, 2.351], [0.882, 2.115, 2.137], [2.103, 2.773, 2.116], [2.160, 4.143, 2.316], [0.993, 4.854, 2.574], [-0.223, 4.198, 2.608], [0.860, 1.038, 2.046], [3.008, 2.206, 1.943], [3.112, 4.655, 2.289], [1.033, 5.921, 2.752], [-1.131, 4.753, 2.807]], "lowdin_charge": [0.865, -0.166, -0.101, -0.272, -0.023, -0.070, -0.067, -0.140, 0.090, -0.233, -0.148, -0.340, -0.099, -0.129, -0.137, -0.196, -0.132, -0.163, -0.253, -0.024, -0.052, -0.021, -0.258, 0.041, 0.120, 0.121, 0.109, 0.111, 0.109, 0.106, 0.101, 0.087, 0.115, 0.120, 0.100, 0.072, 0.086, 0.073, 0.124, 0.119, 0.112, 0.111, 0.113, 0.113, 0.043, -0.237, -0.097, -0.079, -0.078, -0.080, -0.039, 0.053, 0.103, 0.104, 0.103, 0.113], "multiplicity": 3, "e_homo_ev": [-3.86, -7.15], "orbital_gap_ev": [4.22, 5.65]}

No. 2
{"formula": "C26H25BrClCoN9O8S", "method": "wB97M-V/def2-TZVPD", "symbols": ["Co", "N", "N", "C", "N", "N", "N", "O", "O", "H", "H", "H", "H", "H", "O", "C", "O", "C", "C", "C", "C", "C", "C", "N", "O", "O", "H", "H", "H", "H", "Br", "C", "C", "C", "C", "C", "C", "C", "O", "O", "H", "H", "H", "H", "C", "C", "C", "C", "N", "C", "S", "N", "C", "H", "H", "H", "H", "H", "H", "H", "H", "Cl", "C", "C", "C", "C", "N", "C", "H", "H", "H", "H"], "coordinates": [[-0.059, -0.266, -0.369], [-0.070, 1.927, 1.199], [-0.794, 2.941, 0.550], [-0.919, 2.864, -0.794], [-1.515, 3.852, -1.472], [-0.387, 1.786, -1.343], [-0.492, 1.464, -2.622], [-1.173, 2.107, -3.415], [0.170, 0.460, -2.924], [-0.222, 1.995, 2.199], [0.930, 1.975, 0.990], [-0.834, 3.863, 0.978], [-1.958, 4.626, -1.010], [-1.676, 3.681, -2.463], [2.979, -1.104, 1.633], [2.581, -1.045, 0.486], [1.664, -0.248, 0.055], [3.194, -1.923, -0.591], [2.529, -2.146, -1.793], [3.118, -2.892, -2.801], [4.381, -3.426, -2.617], [5.031, -3.224, -1.403], [4.448, -2.482, -0.385], [6.349, -3.777, -1.217], [6.954, -4.130, -2.213], [6.784, -3.839, -0.086], [1.535, -1.727, -1.925], [2.594, -3.051, -3.732], [4.857, -4.018, -3.382], [4.959, -2.332, 0.553], [-7.633, 2.290, 0.534], [-6.153, 1.202, 0.025], [-6.331, 0.185, -0.899], [-5.249, -0.601, -1.249], [-4.001, -0.362, -0.688], [-3.839, 0.672, 0.229], [-4.915, 1.455, 0.595], [-2.826, -1.233, -1.063], [-2.985, -2.385, -1.416], [-1.693, -0.630, -0.971], [-7.301, 0.008, -1.339], [-5.353, -1.402, -1.966], [-2.861, 0.852, 0.652], [-4.794, 2.249, 1.316], [2.491, -0.382, -4.976], [3.453, 0.010, -3.913], [4.790, -0.300, -3.900], [5.554, 0.121, -2.789], [5.048, 0.891, -1.855], [3.762, 1.241, -1.897], [3.094, 2.282, -0.792], [2.958, 0.735, -2.894], [6.972, -0.304, -2.631], [2.929, -1.101, -5.661], [2.205, 0.505, -5.543], [1.582, -0.779, -4.525], [5.239, -0.887, -4.682], [1.941, 0.831, -2.806], [7.641, 0.528, -2.856], [7.210, -1.136, -3.291], [7.144, -0.582, -1.593], [-2.768, -1.450, 4.506], [-1.816, -2.089, 3.220], [-1.670, -3.461, 3.063], [-0.877, -3.908, 2.020], [-0.281, -2.984, 1.177], [-0.441, -1.674, 1.324], [-1.183, -1.231, 2.331], [-2.166, -4.142, 3.738], [-0.725, -4.963, 1.859], [0.349, -3.302, 0.358], [-1.270, -0.158, 2.431]], "lowdin_charge": [0.773, 0.054, 0.015, -0.374, 0.219, 0.099, -0.383, 0.075, -0.010, 0.107, 0.051, 0.161, 0.123, 0.101, 0.082, -0.596, -0.224, -0.103, -0.023, -0.063, 0.004, -0.148, 0.080, -0.359, 0.068, 0.092, 0.102, 0.111, 0.121, 0.136, 0.716, -0.681, -0.115, -0.007, -0.122, -0.030, -0.128, -0.578, 0.075, -0.151, 0.103, 0.123, 0.089, 0.096, -0.007, -0.289, 0.015, -0.311, 0.111, -0.857, 0.622, 0.110, -0.016, 0.089, 0.100, 0.075, 0.119, 0.088, 0.091, 0.078, 0.088, 0.698, -0.641, -0.066, -0.023, -0.090, 0.036, -0.143, 0.114, 0.114, 0.121, 0.092], "multiplicity": 4, "e_homo_ev": [-7.66, -7.66], "orbital_gap_ev": [6.78, 6.78]}

The records above yield ΔE to the lowest compared entry with this formula, charge and spin values of 0.00 20.53 kcal per mole, respectively.